Formula: C6H10OS
Source: the Open Molecules 2025 dataset
Level of theory: the ωB97M-V functional and the def2-TZVPD basis

The total charge is 0. The LUMO energy comes out at 0.88 eV. The energy above the lowest of the compared OMol25 structures with the same formula, charge and spin is 237.53 kJ/mol. For the total energy, the calculation gives -19264.5679 eV. Its SMILES is CO[C@H]1CS[C@H]2C[C@@H]12.

Bonds (Å) are listed after each position.
Geometry (Å):
1 C -2.63437 0.17751 -0.55202  H7 1.137, H8 1.209, H9 1.172, O17 1.433
2 C -0.60552 -0.49813 0.62234  C3 1.529, C6 1.480, H10 1.075, O17 1.441
3 C 0.25004 -1.40760 -0.26076  C2 1.529, H11 1.063, H12 1.106, S18 1.901
4 C 1.34490 1.04968 0.29113  C5 1.472, C6 1.457, H13 1.056, S18 1.832
5 C 0.30001 1.66284 -0.54451  C4 1.472, C6 1.484, H14 1.081, H15 1.036
6 C -0.05345 0.87495 0.66207  C2 1.480, C4 1.457, C5 1.484, H16 1.120
7 H -2.89880 1.26281 -0.34175  C1 1.137
8 H -3.58284 -0.50312 -0.86558  C1 1.209
9 H -1.95425 0.26191 -1.50296  C1 1.172
10 H -0.53883 -0.76282 1.66200  C2 1.075
11 H -0.04316 -1.48381 -1.27974  C3 1.063
12 H 0.33009 -2.44818 0.10596  C3 1.106
13 H 2.01845 1.68731 0.79695  C4 1.056
14 H 0.01110 1.14034 -1.44610  C5 1.081
15 H 0.25359 2.69293 -0.44522  C5 1.036
16 H -0.43719 1.51746 1.49541  C6 1.120
17 O -2.03407 -0.61768 0.47734  C1 1.433, C2 1.441
18 S 1.96904 -0.59868 -0.20670  C3 1.901, C4 1.832